Entry 1:
{
  "formula": "C2H12NO4",
  "method": "the ωB97M-V functional and the def2-TZVPD basis",
  "multiplicity": 1,
  "total_energy_ha": -439.1499,
  "e_homo_ev": -4.85,
  "largest_force_ev_per_a": 1.42,
  "lumo_ev": 3.84,
  "charge": -1,
  "de_lowest_kj_mol": 31.4,
  "species": ["C", "N", "C", "O", "H", "H", "H", "H", "H", "H", "H", "H", "O", "H", "H", "O", "H", "H", "O"],
  "coordinates": [[1.15902, 1.22147, -0.51441], [0.04436, 0.66524, 0.24187], [-1.18558, 0.43292, -0.52063], [-0.98585, -0.16535, -1.75893], [1.04864, 2.31157, -0.49303], [1.02507, 0.95678, -1.56870], [2.12654, 0.86137, -0.18558], [0.26401, -0.21670, 0.69330], [-1.64168, 1.41124, -0.72189], [-1.85367, -0.14905, 0.11582], [-0.53236, 1.60433, 1.56652], [-1.29047, 2.92044, 1.78799], [-0.95482, 2.17373, 2.29247], [0.14066, -2.93117, -1.28444], [-0.68019, -1.14553, -1.52104], [-0.41777, -2.38315, -0.72432], [1.99737, -2.57990, 0.69432], [0.48840, -2.49583, 0.60924], [1.24835, -2.49242, 1.29143]],
  "lowdin_charge": [-0.109, -0.137, -0.353, -0.156, 0.069, 0.066, 0.074, 0.088, 0.107, 0.119, -0.009, 0.000, -0.138, -0.057, 0.017, -0.380, -0.004, -0.033, -0.163]
}

Entry 2:
{
  "formula": "C21H20F3I2N4O6PS2",
  "method": "the ωB97M-V functional and the def2-TZVPD basis",
  "multiplicity": 1,
  "total_energy_ha": -3514.7908,
  "e_homo_ev": -8.37,
  "largest_force_ev_per_a": 9.55,
  "lumo_ev": -2.51,
  "smiles": "CCNc1c(CC(=O)I)c(S)c(P(O)I)c2c1C(=O)N(S(=O)(=O)C(F)(F)F)C2=O.c1cc[nH]c1.c1cc[nH]c1",
  "species": ["C", "C", "N", "C", "C", "C", "C", "O", "I", "C", "S", "C", "P", "O", "I", "C", "C", "C", "O", "N", "S", "O", "O", "C", "F", "F", "F", "C", "O", "H", "H", "H", "H", "H", "H", "H", "H", "H", "H", "C", "C", "C", "N", "C", "H", "H", "H", "H", "H", "C", "C", "C", "N", "C", "H", "H", "H", "H", "H"],
  "coordinates": [[-4.71827, 0.80890, -0.74522], [-4.88678, -0.03987, -2.14251], [-3.94654, -1.21676, -2.28760], [-2.54759, -0.64758, -1.98861], [-1.76436, 0.34334, -3.08464], [-2.45314, 0.70123, -4.53932], [-1.46954, 0.43779, -5.83500], [-1.57190, 1.21877, -6.93516], [0.07885, -1.16501, -5.83809], [-0.27393, 0.92695, -2.59933], [0.76465, 2.07374, -3.69516], [0.36639, 0.52476, -1.10747], [2.04680, 1.26318, -0.58045], [3.18494, -0.04158, -0.39414], [1.58289, 2.38502, 1.60268], [-0.42666, -0.48971, -0.09286], [-1.89069, -1.07070, -0.54741], [-2.42602, -2.01004, 0.68495], [-3.57083, -2.69636, 0.64999], [-1.36747, -1.83039, 1.75048], [-0.99940, -3.22951, 2.73454], [0.17623, -3.98259, 2.04728], [-2.16606, -4.25198, 2.85971], [-0.60120, -2.67234, 4.49757], [-0.79571, -1.19565, 4.53584], [0.75978, -3.10051, 4.89958], [-1.64083, -3.28314, 5.40512], [-0.06867, -1.08114, 1.39368], [1.03030, -1.02796, 2.15071], [-4.68313, 0.13065, 0.21920], [-5.65848, 1.54274, -0.69420], [-3.77237, 1.51263, -0.71337], [-4.81191, 0.71280, -3.03732], [-5.98931, -0.49474, -2.13680], [-3.98025, -1.65344, -3.23484], [-3.40190, -0.00339, -4.70891], [-2.84175, 1.81495, -4.54173], [0.00861, 3.19985, -4.09240], [3.47894, -0.27163, -1.34183], [7.75078, -1.08848, -1.55567], [7.84574, -2.07741, -2.56375], [6.76533, -1.91452, -3.40167], [6.01933, -0.86505, -2.93175], [6.61553, -0.35162, -1.80950], [8.43710, -0.93004, -0.73397], [8.61934, -2.82723, -2.66769], [6.46362, -2.45495, -4.28895], [5.16338, -0.52258, -3.34852], [6.18125, 0.49085, -1.28809], [-0.07965, 3.02648, 4.70362], [-0.36933, 1.95157, 5.57763], [-1.32371, 2.39162, 6.46727], [-1.61649, 3.69577, 6.16364], [-0.86668, 4.08973, 5.08609], [0.62593, 3.02481, 3.88296], [0.07038, 0.96273, 5.55957], [-1.81726, 1.89012, 7.28902], [-2.28234, 4.27619, 6.65699], [-0.95594, 5.09073, 4.68578]],
  "lowdin_charge": [-0.119, -0.270, -0.053, -0.054, -0.086, -0.165, -0.662, -0.129, 0.747, -0.434, 0.617, -0.341, 0.485, -0.425, 0.556, -0.001, 0.064, -0.217, 0.030, -0.094, 0.915, -0.311, -0.305, -0.253, 0.005, 0.046, 0.012, -0.226, -0.016, 0.088, 0.094, 0.081, 0.100, 0.135, 0.111, 0.127, 0.143, -0.091, 0.050, -0.110, -0.113, -0.143, -0.011, -0.147, 0.093, 0.092, 0.105, 0.140, 0.104, -0.151, -0.108, -0.135, -0.003, -0.137, -0.075, 0.083, 0.107, 0.148, 0.106]
}